115
Properties=species:S:1:pos:R:3 method="wB97M-V/def2-TZVPD" charge=+1 multiplicity=1 relative_energy_kj_mol=0.0 total_energy_ev=-91904.63505 homo_lumo_gap_ha=0.2534
Pb 0.24451 0.26823 0.54242
C 3.96128 -1.44863 -0.13824
Si 2.10704 -1.63710 -0.48204
C 1.93893 -1.86391 -2.35559
C 2.32122 -3.09248 -2.98685
C 2.77852 -3.09488 -4.32210
C 2.84943 -1.88970 -5.02901
C 2.30919 -0.70135 -4.53234
C 1.82891 -0.73334 -3.19973
P 0.93531 0.79642 -2.53974
C 1.95758 2.25595 -2.84828
C 1.26309 3.49509 -2.83959
C 1.96745 4.63786 -3.22518
C 3.24916 4.57516 -3.78235
C 3.94606 3.33439 -3.70659
C 3.31684 2.18417 -3.24024
C -0.44076 1.06735 -3.70142
C -0.38100 1.81835 -4.90613
C -1.47739 1.77157 -5.80237
C -2.54173 0.97194 -5.51192
C -2.58625 0.15058 -4.32674
C -1.53001 0.19565 -3.45648
C 1.35796 -3.25185 0.25576
C 2.29079 -4.26683 0.49492
C 1.86240 -5.61297 0.38189
C 0.54283 -5.92324 0.10858
C -0.41783 -4.92961 0.12641
C -0.00817 -3.64118 0.26353
P -1.21999 -2.29123 0.57571
C -2.02832 -3.01964 2.07668
C -1.40663 -2.79819 3.32465
C -1.89873 -3.43233 4.47787
C -2.81861 -4.44969 4.32595
C -3.51239 -4.59059 3.15787
C -3.10413 -3.95236 2.02629
C -2.55894 -2.49511 -0.63931
C -3.87449 -2.09185 -0.34768
C -4.85151 -2.36145 -1.30273
C -4.61204 -3.12875 -2.45853
C -3.33876 -3.55854 -2.67457
C -2.27356 -3.18692 -1.87064
H 4.49121 -2.36677 -0.16254
H 4.08388 -0.91679 0.85017
H 4.44337 -0.76752 -0.91244
H 2.44325 -4.05554 -2.46901
H 2.97007 -4.04045 -4.83315
H 3.36137 -1.79351 -6.00236
H 2.26561 0.23632 -5.10515
H 0.26370 3.56510 -2.47697
H 1.52062 5.58233 -2.99115
H 3.74292 5.43391 -4.17748
H 4.92649 3.27338 -4.14034
H 3.90986 1.25528 -3.23681
H 0.37118 2.59843 -5.05941
H -1.40403 2.41059 -6.67975
H -3.39241 0.94554 -6.24412
H -3.44117 -0.54245 -4.19764
H -1.69008 -0.39675 -2.54691
H 3.25434 -4.04572 0.90971
H 2.51980 -6.42495 0.60539
H 0.19267 -6.92418 -0.04408
H -1.51698 -5.13050 0.08758
H -0.44034 -2.30018 3.38924
H -1.51396 -3.10108 5.44593
H -3.16863 -4.96449 5.23751
H -4.39409 -5.24930 3.15080
H -3.61912 -4.11068 1.08078
H -4.11197 -1.57512 0.58021
H -5.78997 -1.85551 -1.09007
H -5.46646 -3.41554 -3.12993
H -3.20365 -4.12399 -3.59233
H -1.24592 -3.36295 -2.10254
C 3.95155 3.85239 3.12686
C 3.84119 3.27661 1.72324
N 3.04587 2.03793 1.66652
C 2.55385 1.37406 2.78625
N 1.53838 0.52094 2.66363
C 1.02818 -0.26449 3.74864
C 1.93128 -0.27967 4.95549
C 2.51593 1.09633 5.19011
N 3.05186 1.71340 3.98183
C 4.10012 2.72268 4.11680
H 3.02119 4.38871 3.45187
H 4.81242 4.51662 3.28037
H 4.84017 2.99279 1.37062
H 3.36511 3.99576 1.04426
H 2.52207 1.93666 0.82460
H 0.75745 -1.25420 3.35821
H 0.03818 0.13209 4.04068
H 2.69460 -1.05499 4.75094
H 1.31804 -0.60576 5.78665
H 3.35529 1.02639 5.88597
H 1.73922 1.79763 5.61083
H 5.01442 2.17073 3.95132
H 4.07260 3.13262 5.12740
C -1.60529 3.78699 1.33526
C -2.82686 4.72750 1.52843
N -4.08487 3.88358 1.68089
C -4.32625 3.18113 0.35661
C -3.05577 2.38043 -0.05638
N -1.99587 2.31965 1.07276
C -2.72394 1.89183 2.35841
C -3.85150 2.86335 2.74902
H -0.93569 3.89162 2.17404
H -1.17002 4.12802 0.35405
H -2.92672 5.47452 0.64992
H -2.79055 5.38086 2.41593
H -4.65994 3.97103 -0.31258
H -5.16104 2.48016 0.44617
H -2.61155 2.82368 -0.91839
H -3.30715 1.30783 -0.36036
H -1.99278 1.81311 3.17068
H -3.11784 0.84659 2.21800
H -3.65317 3.43737 3.70336
H -4.82098 2.26964 2.93579

122
Properties=species:S:1:pos:R:3 method="wB97M-V/def2-TZVPD" multiplicity=1 total_energy_ev=-90216.28581 homo_lumo_gap_ha=0.2457
Ta 0.48237 0.41015 0.00289
C 3.10077 0.94465 -3.45171
N 3.97547 1.40855 -2.41851
C 5.38667 1.13835 -2.52421
C 6.00527 2.28755 -1.73841
N 4.89887 2.77955 -0.93981
C 5.19077 3.96845 -0.18451
C 3.68187 2.33715 -1.45261
N 2.46407 2.60255 -1.14561
C 2.14307 3.68345 -0.23171
C 0.63807 4.02095 -0.13891
N -0.05473 3.22005 0.85299
C -0.68743 3.77975 1.81399
N -1.20203 3.09355 2.87949
C -0.90823 1.72555 3.22569
C -1.74103 3.97705 3.88579
C -1.42253 5.37245 3.34469
N -0.94683 5.14935 1.98949
C -1.63023 5.91625 0.97139
H 3.53717 1.16395 -4.43431
H 2.14777 1.45715 -3.36891
H 2.94027 -0.13585 -3.38081
H 5.70937 1.12715 -3.57041
H 5.62957 0.16305 -2.08101
H 6.38837 3.07855 -2.40521
H 6.82397 1.96025 -1.09111
H 6.18867 3.85365 0.24269
H 4.49607 4.10005 0.63689
H 5.19647 4.86745 -0.81721
H 2.64057 4.60275 -0.56581
H 2.47527 3.45015 0.78479
H 0.16997 3.86295 -1.11521
H 0.58477 5.09085 0.09959
H -1.64263 1.03285 2.79929
H -0.94193 1.62015 4.30949
H 0.08827 1.46195 2.87069
H -1.27083 3.80015 4.85829
H -2.82063 3.81955 4.00509
H -0.63363 5.85375 3.92899
H -2.29903 6.02435 3.35149
H -2.70793 5.97455 1.17569
H -1.49343 5.46125 -0.00431
H -1.23273 6.93505 0.95549
C 2.58287 -5.96655 -0.49221
C 1.68087 -5.45175 0.42409
C 0.92837 -4.33715 0.10459
C 1.07047 -3.71755 -1.13551
C 1.96687 -4.26305 -2.06211
C 2.70997 -5.37675 -1.74271
N 0.31697 -2.56895 -1.38461
N 0.52487 -2.06835 -2.52831
C 0.04927 -0.88675 -2.96961
C -0.35293 -0.84965 -4.32141
C -0.66483 0.33725 -4.93671
C -0.49183 1.53295 -4.24721
C -0.04983 1.49135 -2.93491
C 0.16937 0.31175 -2.22141
H 3.18377 -6.82775 -0.24511
H 1.56627 -5.90955 1.39569
H 0.22637 -3.92245 0.80439
H 2.04507 -3.79395 -3.03081
H 3.40107 -5.78295 -2.46771
H -0.45623 -1.78575 -4.84851
H -1.02803 0.33725 -5.95431
H -0.68853 2.48365 -4.72821
H 0.12657 2.43005 -2.42951
O -1.86213 2.17135 -0.97131
H -2.24913 1.71425 -1.72301
H -2.58733 2.36475 -0.36391
Cl 2.01667 1.14975 1.76289
C 0.40157 -2.03665 3.17829
C 1.69227 -2.40965 2.51189
C 2.62027 -3.14895 3.22539
C 3.86197 -3.45825 2.69889
C 4.19027 -2.98675 1.43879
C 3.29367 -2.26105 0.68469
C 3.69217 -1.70415 -0.64651
C 2.00007 -1.97555 1.19439
N 1.15527 -1.23245 0.47539
H -0.01043 -2.88445 3.72489
H -0.31933 -1.68615 2.44749
H 0.57067 -1.22945 3.89139
H 2.37037 -3.47075 4.22669
H 4.57207 -4.04655 3.26309
H 5.17607 -3.16735 1.03499
H 4.67647 -2.07305 -0.92261
H 3.70967 -0.61525 -0.59971
H 2.97887 -1.98125 -1.41671
C -3.79313 -3.39985 4.12359
C -2.88903 -3.94835 3.23019
C -2.42643 -3.20145 2.16299
C -2.86273 -1.89695 1.92949
C -3.75983 -1.36295 2.85649
C -4.21793 -2.09525 3.93589
Si -2.32283 -0.84915 0.38819
C -3.93033 0.27345 0.33109
C -5.09323 -0.20455 -0.27211
C -6.25903 0.53895 -0.30071
C -6.29803 1.79915 0.27399
C -5.16593 2.28725 0.90299
C -4.00903 1.52655 0.94219
C -2.63823 -1.90575 -1.19391
C -2.55903 -3.29625 -1.22371
C -2.77053 -4.01535 -2.38591
C -3.07723 -3.35725 -3.56261
C -3.17053 -1.97535 -3.56011
C -2.94523 -1.26705 -2.39451
H -4.16753 -3.97575 4.95749
H -2.53993 -4.96245 3.37359
H -1.69583 -3.64425 1.50609
H -4.12453 -0.35255 2.73539
H -4.91413 -1.64755 4.63309
H -5.08583 -1.18365 -0.72761
H -7.14283 0.13825 -0.77431
H -7.19943 2.39255 0.24709
H -5.18913 3.26585 1.36669
H -3.15393 1.91165 1.48399
H -2.33523 -3.83975 -0.32361
H -2.69293 -5.09465 -2.37321
H -3.25053 -3.91075 -4.47441
H -3.40963 -1.44835 -4.47301
H -3.02543 -0.18695 -2.42881